Entry 1:
ORCA calculation (the ωB97M-V functional and the def2-TZVPD basis) on a molecular structure, C23H19BaClF3N2O7S2 at a distorted geometry.

Last column: Löwdin charge in e.
Positions of all 58 atoms, in Å:
1 Ba 1.11 0.04 -0.76  1.889
2 Cl -7.83 -1.13 -0.08  0.666
3 S 0.39 2.86 -2.87  0.462
4 S 4.13 -0.18 -1.00  0.525
5 F 0.79 -3.28 4.40  0.115
6 F 0.11 -1.23 3.87  0.109
7 F 2.13 -1.64 4.60  0.117
8 O 2.67 -3.02 2.38  0.025
9 O 0.49 2.38 -1.40  -0.672
10 O -1.32 -0.60 0.81  -0.100
11 O 1.12 4.09 -3.04  -0.312
12 O 1.13 -1.69 1.47  -0.126
13 O -1.25 -0.81 -1.34  -0.254
14 O 0.76 1.73 -3.69  -0.381
15 N 5.67 -1.69 0.65  0.064
16 N 4.21 -2.84 -0.72  0.088
17 C -5.45 -1.11 1.09  -0.116
18 C -6.15 -1.44 -0.08  -0.717
19 C -1.35 2.97 -3.04  -0.283
20 C 5.96 0.57 1.68  -0.046
21 C -4.08 -1.79 -1.24  -0.037
22 C -5.49 2.01 -2.77  -0.067
23 C 5.89 1.34 2.85  -0.092
24 C -1.99 2.37 -4.14  -0.046
25 C -4.07 -1.08 1.07  -0.014
26 C 5.86 -0.63 4.19  -0.072
27 C -1.88 -0.90 -0.26  -0.669
28 C 1.16 -2.12 3.79  -0.517
29 C 5.83 -0.83 1.77  -0.255
30 C 4.64 -1.62 -0.27  -0.828
31 C 5.88 0.78 4.11  -0.082
32 C 1.69 -2.30 2.37  -0.676
33 C -3.37 2.19 -4.13  -0.048
34 C -4.13 2.52 -2.99  -0.288
35 C -2.13 3.61 -2.07  -0.054
36 C -3.39 -1.31 -0.14  -0.102
37 C -5.47 -1.86 -1.22  -0.117
38 C -3.50 3.36 -2.02  -0.023
39 C 5.84 -1.41 3.04  -0.037
40 H -4.13 3.76 -1.22  0.108
41 H -1.64 4.27 -1.38  0.108
42 H -6.03 1.93 -3.76  0.087
43 H -5.49 1.00 -2.30  0.082
44 H -1.36 1.93 -4.93  0.116
45 H 5.91 -1.12 5.18  0.109
46 H 5.87 -2.49 3.16  0.115
47 H 6.00 -2.63 0.89  0.147
48 H 3.61 -2.79 -1.56  0.094
49 H 3.89 -3.49 -0.01  0.102
50 H -3.48 -0.83 1.93  0.114
51 H -3.92 1.76 -4.98  0.113
52 H -6.06 -2.22 -2.04  0.093
53 H -3.51 -2.15 -2.10  0.119
54 H -6.10 2.70 -2.13  0.087
55 H -6.06 -0.89 1.96  0.097
56 H 5.93 1.42 4.95  0.084
57 H 6.03 1.06 0.70  0.087
58 H 5.91 2.44 2.78  0.109

Summary:
- HOMO-LUMO gap: 8.4 eV
- Energy relative to the best compared isomer or geometry (same formula, charge and spin): 0.0 kcal per mole
- Total charge: -1
- Molecular weight: 729.321 g mol⁻¹
- Electronic energy: -3105.9906 a.u.

***

Entry 2:
ORCA calculation (the ωB97M-V functional and the def2-TZVPD basis) on a single C5H5NO molecule at a distorted geometry.

Last column: natural (NBO) charge in e.
Positions of all 12 atoms, in Å:
1 O -2.00 -0.52 -0.13  -0.670
2 N 0.75 -1.42 -2.39  -0.333
3 C 0.28 0.16 -0.46  -0.279
4 C -0.75 -0.62 0.45  0.142
5 C 0.48 -0.58 -1.64  0.275
6 C 1.22 0.68 0.56  -0.369
7 C -0.24 0.67 0.87  -0.115
8 H 1.97 -0.01 0.94  0.213
9 H 1.57 1.71 0.45  0.220
10 H -1.90 0.27 -0.69  0.471
11 H -0.86 1.51 1.13  0.232
12 H -0.55 -1.63 0.82  0.213

Summary:
- HOMO-LUMO gap: 10.1 eV
- Energy relative to the best compared isomer or geometry (same formula, charge and spin): 94.6 kcal per mole
- Total charge: 0
- Molecular weight: 95.101 g mol⁻¹
- Electronic energy: -323.3690 a.u.

***

Entry 3:
ORCA calculation (the ωB97M-V functional and the def2-TZVPD basis) on 3 unconnected molecules or ions with the total composition C9H13O3 at a distorted geometry.

Last column: natural (NBO) charge in e.
Positions of all 25 atoms, in Å:
1 O 3.92 -0.41 -1.28  -0.304
2 O 3.01 0.58 0.62  -0.790
3 O 5.04 0.47 -1.43  -0.413
4 C -0.81 -0.27 1.55  0.262
5 C -2.78 -1.09 0.38  -0.048
6 C 3.49 -0.63 -0.04  0.254
7 C -3.71 0.04 -1.54  -0.079
8 C -3.75 -1.02 -0.65  -0.223
9 C -1.64 -0.22 0.44  -0.251
10 C -1.62 0.79 -0.54  -0.057
11 C 0.24 0.63 1.87  -0.735
12 C -2.70 0.93 -1.48  -0.225
13 H -0.09 1.59 1.40  0.254
14 H -2.62 1.78 -2.21  0.254
15 H -2.77 -1.96 1.04  0.233
16 H 0.41 0.70 2.99  0.284
17 H 1.05 0.23 1.18  0.348
18 H -4.49 0.12 -2.34  0.252
19 H 5.27 0.23 -2.31  0.482
20 H 3.43 1.41 0.40  0.505
21 H -4.59 -1.67 -0.67  0.248
22 H -0.91 -1.09 2.28  0.230
23 H 4.69 -1.19 0.76  0.091
24 H -0.72 1.41 -0.55  0.230
25 H 2.63 -1.35 0.11  0.199

Summary:
- HOMO-LUMO gap: 6.5 eV
- Energy relative to the best compared isomer or geometry (same formula, charge and spin): 109.4 kcal per mole
- Total charge: +1
- Molecular weight: 169.200 g mol⁻¹
- Electronic energy: -575.9636 a.u.

***

Entry 4:
ORCA calculation (the ωB97M-V functional and the def2-TZVPD basis) on 2 unconnected molecules or ions with the total composition CH5NP2 at a distorted geometry.

Last column: natural (NBO) charge in e.
Positions of all 9 atoms, in Å:
1 P 2.62 0.68 0.13  0.564
2 P 0.33 -1.40 -0.09  0.822
3 N 1.67 -0.67 -0.11  -1.263
4 C -2.83 0.16 0.09  -0.538
5 H -3.12 -0.30 1.00  0.164
6 H -2.28 1.08 0.13  0.167
7 H -3.33 -0.11 -0.82  0.165
8 H 3.29 0.57 -1.10  -0.037
9 H 3.64 -0.02 0.79  -0.044

Summary:
- HOMO-LUMO gap (alpha / beta): 8.3 / 6.1 eV
- Energy relative to the best compared isomer or geometry (same formula, charge and spin): 67.1 kcal per mole
- Total charge: 0
- Molecular weight: 93.006 g mol⁻¹
- Electronic energy: -778.4069 a.u.

***

Entry 5:
ORCA calculation (the ωB97M-V functional and the def2-TZVPD basis) on 6 unconnected molecules or ions with the total composition C18H51N3O6 at a distorted geometry.

Last column: Mulliken spin population.
Positions of all 78 atoms, in Å:
1 O 6.93 16.83 -11.11  0.000
2 O 5.97 17.95 -13.46  0.000
3 O 4.43 23.73 -11.31  0.237
4 O 3.06 16.65 -16.21  0.000
5 O 2.62 22.94 -16.26  0.001
6 O 7.10 19.55 -15.69  0.000
7 N 6.90 24.28 -13.82  0.526
8 N 7.43 13.44 -9.62  0.000
9 N -0.24 15.06 -16.07  0.000
10 C 2.35 21.68 -16.65  0.000
11 C 1.12 15.26 -15.76  0.000
12 C 6.43 23.72 -12.58  0.069
13 C 7.51 14.38 -10.65  0.000
14 C 7.08 13.79 -12.00  0.000
15 C 3.51 22.55 -11.31  0.002
16 C 2.37 20.76 -15.43  0.000
17 C 6.95 20.58 -17.80  0.000
18 C 8.22 17.46 -11.05  0.000
19 C 1.66 16.54 -16.49  0.000
20 C 1.85 13.94 -15.88  0.000
21 C 3.80 17.35 -17.19  0.000
22 C 5.25 18.95 -12.76  0.000
23 C 3.77 18.53 -12.92  0.000
24 C 6.68 15.65 -10.35  0.000
25 C 6.31 20.38 -16.43  0.000
26 C 7.22 24.35 -11.39  0.019
27 C 4.91 24.10 -12.52  0.146
28 H 6.32 23.99 -14.59  -0.010
29 H 8.07 12.67 -9.79  0.000
30 H 3.55 18.39 -17.01  0.000
31 H 4.41 23.56 -13.33  0.004
32 H 5.62 15.44 -10.47  0.000
33 H 7.72 13.87 -8.75  0.000
34 H 8.24 24.15 -11.69  0.004
35 H 5.46 19.92 -13.21  -0.001
36 H 1.09 17.44 -16.28  0.000
37 H 3.55 17.75 -12.19  0.000
38 H 8.31 17.97 -10.09  0.000
39 H 7.10 14.55 -12.78  0.000
40 H 4.05 21.71 -11.74  0.006
41 H 7.10 23.79 -10.47  0.001
42 H 6.36 21.31 -18.35  0.000
43 H -0.78 15.69 -15.49  0.000
44 H 3.37 20.60 -15.04  0.000
45 H 1.82 13.72 -16.95  0.000
46 H 2.85 14.16 -15.50  0.000
47 H 6.76 16.01 -9.33  0.000
48 H -0.48 14.21 -15.59  0.000
49 H 3.10 21.35 -17.37  0.000
50 H 7.09 19.75 -18.49  0.000
51 H 4.59 25.13 -12.67  0.001
52 H 1.60 16.42 -17.57  0.000
53 H 3.22 22.25 -10.30  0.000
54 H 1.30 15.50 -14.71  0.000
55 H 1.86 19.85 -15.75  0.000
56 H 6.55 19.18 -14.99  0.000
57 H 1.30 13.19 -15.31  0.000
58 H 2.04 23.54 -16.72  0.000
59 H 8.54 14.72 -10.80  0.000
60 H 9.13 16.89 -11.29  0.000
61 H 7.94 21.05 -17.80  0.000
62 H 6.95 25.39 -11.16  -0.002
63 H 8.31 18.26 -11.78  0.000
64 H 3.42 18.06 -13.83  0.000
65 H 1.76 21.19 -14.63  0.000
66 H 3.65 17.04 -18.22  0.000
67 H 6.83 25.29 -13.90  -0.002
68 H 2.63 22.72 -11.92  0.006
69 H 3.24 19.48 -12.81  0.000
70 H 5.92 17.19 -12.87  0.000
71 H 7.80 13.01 -12.26  0.000
72 H 6.42 22.64 -12.73  -0.006
73 H 6.16 21.30 -15.86  -0.001
74 H 1.38 21.59 -17.13  0.000
75 H 5.35 19.88 -16.53  0.000
76 H 6.08 13.36 -12.03  0.000
77 H 4.85 17.24 -16.92  0.000
78 H 5.48 18.95 -11.69  0.000

Summary:
- HOMO-LUMO gap (alpha / beta): 8.4 / 2.8 eV
- Energy relative to the best compared isomer or geometry (same formula, charge and spin): 3.5 kcal per mole
- Total charge: +1
- 2S+1: 2
- Molecular weight: 405.621 g mol⁻¹
- Electronic energy: -1331.6211 a.u.
- <S²>: 0.76

***

Entry 6:
ORCA calculation (the ωB97M-V functional and the def2-TZVPD basis) on 2 unconnected molecules or ions with the total composition CH8N2S at a distorted geometry.

Last column: natural (NBO) charge in e.
Positions of all 12 atoms, in Å:
1 S 1.59 0.81 -2.21  -0.280
2 N 0.11 -0.49 1.08  -0.822
3 N -2.23 -0.92 1.44  -0.885
4 C -1.05 -0.32 1.98  -0.035
5 H -2.45 -0.80 0.47  0.370
6 H 0.36 0.49 -2.62  0.141
7 H -2.94 -1.32 2.01  0.383
8 H 1.51 0.17 -1.04  0.140
9 H -0.09 -0.16 0.14  0.336
10 H -1.22 0.74 2.17  0.129
11 H 0.70 0.29 1.41  0.343
12 H -0.79 -0.79 2.93  0.179

Summary:
- HOMO-LUMO gap: 9.6 eV
- Energy relative to the best compared isomer or geometry (same formula, charge and spin): 14.4 kcal per mole
- Total charge: 0
- Molecular weight: 80.156 g mol⁻¹
- Electronic energy: -550.5566 a.u.

***

Entry 7:
ORCA calculation (the ωB97M-V functional and the def2-TZVPD basis) on a molecular structure, C12H15BF3IO14 at a distorted geometry.

Last column: natural (NBO) charge in e.
Positions of all 46 atoms, in Å:
1 I 1.96 0.84 2.32  0.553
2 F 1.98 3.43 -3.77  -0.318
3 F 3.05 -2.95 -0.14  -0.321
4 F -2.43 0.48 -2.80  -0.324
5 O 0.34 -4.26 -1.79  -0.479
6 O -1.99 2.90 0.88  -0.538
7 O -2.41 1.39 -0.73  -0.480
8 O -1.34 -3.40 -0.55  -0.558
9 O -0.27 -1.76 4.65  -0.700
10 O 0.44 0.17 3.54  -0.731
11 O -2.14 -0.27 4.84  -0.885
12 O 1.80 1.58 0.25  -0.609
13 O -1.97 3.53 -1.28  -0.493
14 O -2.24 -1.90 3.12  -0.741
15 O 3.23 3.10 -0.60  -0.457
16 O 0.81 -3.07 0.06  -0.487
17 O 1.87 -1.37 4.31  -0.635
18 O 1.49 2.41 -1.82  -0.476
19 C -2.11 2.63 -0.26  0.961
20 C 1.76 -4.10 -1.74  -0.131
21 C 0.74 -0.97 4.17  0.972
22 C 2.15 2.30 -0.65  1.007
23 C 1.99 -3.77 -0.29  0.445
24 C 1.98 3.59 -2.43  0.439
25 C -2.05 2.79 -2.50  -0.132
26 C -1.70 -0.96 0.86  -0.641
27 C -0.18 -3.56 -0.74  0.972
28 C -1.43 -2.09 1.93  -0.087
29 C -2.81 1.57 -2.08  0.445
30 C 3.38 3.69 -1.89  -0.133
31 B -1.54 -1.33 4.17  1.306
32 H -1.11 -0.04 1.06  0.214
33 H -2.97 -0.09 4.36  0.493
34 H -1.04 2.56 -2.85  0.200
35 H -1.77 -3.03 1.47  0.200
36 H 2.06 -3.29 -2.40  0.201
37 H 4.09 3.10 -2.48  0.213
38 H 3.73 4.71 -1.82  0.220
39 H -3.90 1.67 -2.12  0.156
40 H 1.34 4.44 -2.17  0.168
41 H 2.10 -4.64 0.36  0.161
42 H 2.26 -5.02 -2.04  0.209
43 H -2.80 -0.76 0.86  0.211
44 H -0.35 -2.22 2.12  0.180
45 H -2.57 3.36 -3.27  0.206
46 H -1.43 -1.39 -0.12  0.221

Summary:
- HOMO-LUMO gap: 8.1 eV
- Total charge: 0
- Molecular weight: 577.948 g mol⁻¹
- Electronic energy: -2141.8602 a.u.

***

Entry 8:
ORCA calculation (the ωB97M-V functional and the def2-TZVPD basis) on a molecular structure, C20H37IrN2O2P3 at a distorted geometry.

Last column: natural (NBO) charge in e.
Positions of all 65 atoms, in Å:
1 Ir -0.05 0.42 -1.49  0.660
2 P -3.61 1.53 1.85  1.285
3 P 0.35 -2.58 -2.12  1.315
4 P 3.38 1.47 0.08  1.577
5 O 2.18 -0.95 -0.03  -0.424
6 O -1.18 -1.34 0.82  -0.368
7 N 0.01 1.58 2.61  -0.353
8 N 0.61 0.55 1.99  -0.360
9 C 0.62 1.21 -3.30  -0.175
10 C 0.44 2.24 -2.38  -0.207
11 C 4.22 1.66 -1.48  -0.980
12 C 4.35 0.86 1.45  -0.991
13 C 1.77 -2.64 -3.26  -0.980
14 C 1.07 -0.23 3.00  -0.042
15 C 2.45 2.95 0.46  -0.990
16 C 0.75 0.33 4.25  -0.296
17 C -1.79 1.42 -1.92  -0.194
18 C 0.06 1.51 3.97  -0.034
19 C -0.79 2.37 -1.72  -0.187
20 C -4.42 3.15 2.04  -0.955
21 C -0.40 0.29 -3.54  -0.210
22 C -3.71 0.84 3.54  -0.955
23 C -0.74 -0.65 0.00  0.607
24 C 0.67 -3.72 -0.74  -0.989
25 C -1.61 0.39 -2.83  -0.216
26 C 2.00 0.21 -0.37  -0.220
27 C -4.92 0.58 1.01  -0.954
28 C -1.13 -3.15 -3.02  -0.984
29 H -0.24 -3.82 -0.15  0.275
30 H 3.85 1.09 2.41  0.298
31 H -1.32 -2.49 -3.88  0.255
32 H 1.85 -3.63 -3.73  0.318
33 H -2.69 1.45 -1.31  0.269
34 H -0.25 -0.54 -4.22  0.285
35 H -0.36 2.26 4.62  0.258
36 H -4.88 0.79 -0.07  0.252
37 H 3.49 1.88 -2.28  0.247
38 H -5.50 3.03 2.12  0.311
39 H 5.34 1.33 1.45  0.318
40 H 1.65 -1.86 -4.02  0.252
41 H 4.46 -0.23 1.37  0.301
42 H 1.42 2.86 0.08  0.231
43 H 2.68 -2.43 -2.67  0.284
44 H -4.76 -0.49 1.16  0.274
45 H -1.00 -4.19 -3.36  0.323
46 H -5.90 0.88 1.40  0.312
47 H 2.41 3.12 1.54  0.297
48 H -4.18 3.74 1.14  0.269
49 H -4.01 3.66 2.92  0.285
50 H 0.98 -0.08 5.21  0.279
51 H 1.60 -1.15 2.80  0.239
52 H 1.46 -3.27 -0.12  0.290
53 H -3.25 1.54 4.25  0.277
54 H -0.93 3.13 -0.96  0.284
55 H 4.95 2.48 -1.44  0.301
56 H -1.99 -3.09 -2.33  0.268
57 H 2.93 3.82 -0.01  0.293
58 H -2.37 -0.37 -2.96  0.294
59 H -0.45 2.30 2.06  0.397
60 H -4.75 0.63 3.81  0.314
61 H -3.13 -0.09 3.55  0.274
62 H 4.75 0.74 -1.73  0.294
63 H 1.58 1.07 -3.79  0.294
64 H 1.25 2.91 -2.14  0.291
65 H 1.00 -4.69 -1.13  0.315

Summary:
- HOMO-LUMO gap (alpha / beta): 5.7 / 4.3 eV
- Energy relative to the best compared isomer or geometry (same formula, charge and spin): 0.0 kcal per mole
- Total charge: +4
- 2S+1: 6
- Molecular weight: 622.667 g mol⁻¹
- Electronic energy: -2170.8840 a.u.
- <S²>: 8.77